Entry 1:
68
Properties=species:S:1:pos:R:3 method="wB97M-V/def2-TZVPD" gap_ev="6.0 / 6.0" e_tot_ha=-13040.07576 multiplicity=3 homo_energy_ha="-0.2629 / -0.2657" s2=2.050 charge=0 de_lowest_ev=2.093 lumo_ha="-0.0429 / -0.0450"
V 1.629 -0.339 -0.118
Se 6.168 -0.308 -0.094
Sb 4.516 -1.090 1.464
Se 2.548 0.646 1.605
Se 2.599 -2.370 0.198
Se 5.127 -2.098 3.537
N -1.293 0.126 1.060
P -0.177 -1.178 1.143
C -1.288 -2.534 0.652
C -1.867 -2.456 -0.613
C -2.818 -3.381 -1.008
C -3.190 -4.398 -0.139
C -2.587 -4.503 1.104
C -1.636 -3.576 1.506
C 0.135 -1.448 2.919
C 0.931 -2.505 3.361
C 1.302 -2.591 4.693
C 0.882 -1.628 5.597
C 0.068 -0.591 5.175
C -0.308 -0.503 3.844
P -0.456 1.670 1.186
C -1.970 2.717 1.295
C -2.624 3.336 0.234
C -3.777 4.075 0.462
C -4.282 4.209 1.746
C -3.628 3.610 2.813
C -2.470 2.882 2.588
C -0.045 1.861 -0.592
C -0.869 1.377 -1.612
C -0.632 1.733 -2.928
C 0.432 2.571 -3.244
C 1.268 3.040 -2.243
C 1.035 2.684 -0.920
H -2.074 0.055 1.708
H -1.585 -1.658 -1.292
H -3.274 -3.307 -1.987
H -3.947 -5.111 -0.439
H -2.866 -5.309 1.771
H -1.169 -3.657 2.478
H 1.278 -3.258 2.669
H 1.953 -3.390 5.012
H 1.196 -1.683 6.631
H -0.263 0.170 5.870
H -0.941 0.316 3.538
H -2.242 3.254 -0.774
H -4.280 4.549 -0.371
H -5.183 4.786 1.915
H -4.010 3.721 3.820
H -1.942 2.443 3.428
H -1.723 0.762 -1.355
H -1.284 1.359 -3.709
H 0.602 2.857 -4.275
H 2.095 3.696 -2.485
H 1.673 3.074 -0.136
F 1.999 -1.253 -6.566
C 2.606 -0.194 -6.013
F 1.952 0.908 -6.451
F 3.853 -0.131 -6.488
C 2.569 -0.241 -4.515
C 1.458 -0.774 -3.871
C 1.411 -0.671 -2.502
N 2.364 -0.080 -1.779
C 3.464 0.373 -2.391
C 3.598 0.306 -3.764
H 0.663 -1.265 -4.413
H 0.566 -1.108 -1.955
H 4.256 0.751 -1.753
H 4.504 0.668 -4.228


Entry 2:
83
Properties=species:S:1:pos:R:3 method="wB97M-V/def2-TZVPD" gap_ev="3.6 / 4.9" e_tot_ha=-5467.93975 homo_energy_ha="-0.0923 / -0.0923" charge=-2 de_lowest_ev=0.610 lumo_ha="0.0397 / 0.0888"
Pb -9.655 -16.653 1.281
C -9.140 -21.653 -1.025
O -8.909 -20.330 -0.686
Si -8.859 -18.975 -1.696
C -9.618 -19.876 -3.342
C -7.406 -18.768 -3.021
C -10.072 -17.429 -1.618
Si -11.938 -17.681 -1.362
C -12.370 -19.097 -0.182
C -12.985 -17.998 -2.911
C -12.944 -16.214 -0.678
Si -9.703 -15.661 -2.338
C -7.967 -15.007 -1.844
C -9.861 -15.453 -4.163
C -10.806 -14.243 -1.694
H -10.070 -21.750 -1.552
H -9.215 -22.167 -0.038
H -8.322 -22.146 -1.585
H -9.091 -20.685 -3.814
H -9.790 -19.024 -3.955
H -10.666 -20.225 -3.155
H -7.633 -18.365 -3.985
H -6.909 -19.702 -3.267
H -6.628 -18.088 -2.581
H -12.680 -18.579 0.762
H -11.445 -19.625 0.131
H -13.046 -19.852 -0.558
H -12.654 -18.927 -3.493
H -12.955 -17.122 -3.600
H -13.998 -18.239 -2.611
H -12.448 -15.904 0.293
H -13.897 -16.717 -0.358
H -13.219 -15.342 -1.313
H -7.433 -14.880 -2.765
H -7.491 -15.779 -1.241
H -8.032 -14.016 -1.309
H -10.019 -14.392 -4.384
H -10.663 -15.983 -4.673
H -9.012 -15.736 -4.780
H -11.095 -14.465 -0.660
H -11.691 -14.217 -2.331
H -10.211 -13.294 -1.643
Cl -7.325 -19.325 7.453
C -8.359 -18.778 6.168
C -9.716 -19.179 6.150
Cl -10.414 -19.843 7.577
C -10.493 -19.014 5.008
Cl -12.021 -19.712 4.839
C -10.032 -18.223 3.912
O -10.794 -17.868 2.970
C -8.590 -17.839 3.956
O -7.984 -17.409 2.905
C -7.827 -18.071 5.115
Cl -6.252 -17.446 5.177
N -12.924 -14.145 2.318
C -13.445 -13.710 3.523
C -14.804 -13.739 3.732
C -15.354 -13.176 4.865
C -14.464 -12.614 5.808
C -13.086 -12.657 5.588
C -12.575 -13.203 4.484
S -15.082 -11.836 7.356
O -16.382 -12.402 7.717
O -13.883 -12.167 8.091
O -15.354 -10.385 6.945
H -13.503 -14.204 1.471
H -11.929 -13.958 2.159
H -15.437 -14.225 3.018
H -16.397 -13.156 5.122
H -12.424 -12.090 6.277
H -11.529 -13.227 4.232
Cl -6.846 -14.476 1.956
C -8.013 -13.416 2.783
C -9.335 -13.444 2.004
O -9.463 -12.555 1.172
O -10.082 -14.448 2.310
H -7.626 -12.395 2.690
H -8.129 -13.750 3.811
C -6.693 -18.636 0.136
O -7.893 -18.098 -0.463
H -6.973 -18.896 1.153
H -5.929 -17.827 0.202
H -6.278 -19.451 -0.486


Entry 3:
11
Properties=species:S:1:pos:R:3 method="wB97M-V/def2-TZVPD" gap_ev=8.9 e_tot_ha=-285.24638 homo_energy_ha=-0.3397 charge=0 de_lowest_ev=4.577 lumo_ha=-0.0128
N 2.066 0.333 -0.357
C 0.862 0.032 -0.134
C -0.289 0.992 -0.290
C -1.543 0.351 0.023
C -1.084 -1.040 0.379
O 0.362 -1.167 0.267
H 2.695 -0.452 -0.206
H -0.068 2.087 -0.014
H -0.189 1.767 -1.137
H -1.540 -1.796 -0.280
H -1.363 -1.321 1.408


Entry 4:
29
Properties=species:S:1:pos:R:3 method="wB97M-V/def2-TZVPD" gap_ev=10.4 smiles="O=c1cc[nH]c(=O)[nH]1.CC(C)(C)C" e_tot_ha=-612.44651 homo_energy_ha=-0.3647 charge=0 de_lowest_ev=3.789 lumo_ha=0.0188
O 1.601 -0.054 3.059
C 1.603 -0.872 2.190
C 0.519 -1.917 2.297
C 0.411 -2.940 1.511
N 1.298 -2.947 0.362
C 2.098 -1.960 -0.055
O 2.512 -1.849 -1.291
N 2.437 -0.960 1.011
H -0.121 -1.981 3.097
H -0.437 -3.662 1.776
H 0.895 -3.477 -0.515
H 3.281 -0.394 0.876
C -2.055 1.941 0.191
C -0.931 1.338 -0.828
C -1.171 1.679 -2.319
C -1.022 -0.089 -0.666
C 0.609 1.903 -0.596
H -2.016 3.080 0.342
H -3.102 1.914 -0.043
H -2.054 1.418 1.253
H -0.192 1.169 -2.850
H -2.161 1.143 -2.529
H -1.420 2.767 -2.648
H -0.321 -0.664 -1.223
H -2.078 -0.369 -0.994
H -0.984 -0.240 0.387
H 1.080 1.722 0.464
H 1.108 1.333 -1.349
H 0.612 2.968 -0.911